Entry from the Open Molecules 2025 dataset: 23 unconnected molecules or ions with the total composition C16H81BNO27PS in a non-equilibrium geometry (ωB97M-V with the def2-TZVPD basis set).

Atoms and positions in Å:
C (1.83, -0.60, 3.17)
C (1.24, -1.72, 2.28)
S (0.28, -1.13, 0.85)
C (1.40, -0.77, -0.55)
P (1.03, 0.93, -1.44)
C (0.03, 0.11, -2.78)
C (-1.09, -0.83, -2.23)
C (-2.30, -0.86, -3.23)
C (-3.20, -2.07, -2.83)
C (-3.85, -1.84, -1.46)
N (-4.90, -0.78, -1.47)
C (2.87, 1.19, -1.80)
C (3.48, 0.09, -2.73)
C (4.77, -0.59, -2.07)
C (4.82, -2.09, -2.43)
C (5.58, -2.99, -1.39)
O (5.55, -2.50, -0.04)
C (4.27, -2.71, 0.55)
C (0.59, 2.69, -2.26)
C (0.99, 3.87, -1.41)
O (2.12, 4.13, -1.07)
O (-0.01, 4.72, -1.01)
B (0.30, 1.64, 0.21)
O (1.05, 2.03, 1.29)
O (-1.10, 1.83, 0.33)
H (1.96, -1.04, 4.18)
H (1.10, 0.21, 3.29)
H (2.82, -0.26, 2.86)
H (0.52, -2.29, 2.90)
H (2.03, -2.44, 2.01)
H (1.37, -1.63, -1.24)
H (2.45, -0.71, -0.19)
H (-0.47, 0.86, -3.42)
H (0.66, -0.47, -3.47)
H (-1.48, -0.54, -1.25)
H (-0.69, -1.87, -2.22)
H (-2.88, 0.06, -3.02)
H (-1.94, -0.92, -4.27)
H (-3.96, -2.29, -3.60)
H (-2.55, -2.96, -2.75)
H (-4.36, -2.77, -1.14)
H (-3.13, -1.59, -0.66)
H (-4.74, -0.11, -0.72)
H (-4.90, -0.32, -2.39)
H (2.90, 2.13, -2.37)
H (3.42, 1.35, -0.86)
H (2.79, -0.73, -2.98)
H (3.80, 0.58, -3.66)
H (5.63, -0.04, -2.49)
H (4.70, -0.39, -0.99)
H (3.81, -2.53, -2.55)
H (5.32, -2.20, -3.41)
H (6.64, -3.08, -1.68)
H (5.07, -3.97, -1.38)
H (3.99, -1.78, 1.08)
H (4.28, -3.56, 1.29)
H (3.46, -2.93, -0.16)
H (-0.52, 2.71, -2.31)
H (0.94, 2.77, -3.30)
H (0.39, 5.27, -0.31)
H (0.51, 2.66, 1.81)
H (-1.53, 1.02, 0.01)
O (-0.09, 3.69, 3.71)
H (-0.64, 3.08, 4.20)
H (-0.37, 4.56, 4.00)
O (2.77, -3.67, -4.26)
H (2.10, -4.29, -3.94)
H (3.34, -4.22, -4.82)
O (-2.97, -2.40, 1.78)
H (-2.29, -1.89, 1.33)
H (-2.93, -3.27, 1.36)
O (4.47, -0.54, 4.40)
H (4.63, 0.37, 4.11)
H (5.32, -0.97, 4.28)
O (6.38, 0.57, 3.00)
H (7.04, 1.10, 2.54)
H (6.41, -0.28, 2.56)
O (-3.35, 3.16, 0.96)
H (-3.17, 4.05, 0.63)
H (-2.50, 2.71, 0.87)
O (-5.75, 1.48, 0.29)
H (-6.50, 1.96, -0.07)
H (-5.11, 2.19, 0.51)
O (5.33, -4.83, 3.18)
H (6.11, -4.67, 2.62)
H (5.71, -5.14, 4.01)
O (-4.19, -0.29, 3.54)
H (-4.89, -0.87, 3.86)
H (-3.65, -0.86, 2.98)
O (3.01, 5.66, 1.27)
H (3.65, 5.24, 1.86)
H (2.60, 4.92, 0.80)
O (-6.27, -0.28, -4.08)
H (-7.01, 0.00, -4.63)
H (-6.68, -0.55, -3.25)
O (-7.39, 3.91, -0.52)
H (-8.15, 4.39, -0.87)
H (-6.75, 4.61, -0.30)
O (2.90, -6.66, 3.80)
H (3.54, -6.13, 3.30)
H (2.95, -7.53, 3.40)
O (-3.60, 0.37, 6.47)
H (-4.41, 0.79, 6.77)
H (-3.60, 0.51, 5.51)
O (-4.96, 4.56, 3.02)
H (-5.66, 3.98, 3.37)
H (-4.43, 3.97, 2.46)
O (-5.64, -4.18, 2.03)
H (-6.42, -3.75, 1.66)
H (-5.06, -3.45, 2.28)
O (2.94, -6.46, -3.51)
H (3.81, -6.28, -3.13)
H (2.70, -7.33, -3.16)
O (-7.91, 1.67, -3.36)
H (-7.81, 2.52, -3.82)
H (-7.48, 1.80, -2.51)
O (5.01, 6.65, -0.89)
H (4.28, 6.86, -1.47)
H (4.58, 6.33, -0.08)
O (-8.11, 4.36, -4.91)
H (-7.91, 4.62, -5.81)
H (-8.54, 5.13, -4.52)
O (-2.35, 5.80, 4.18)
H (-3.24, 5.81, 3.80)
H (-2.12, 6.73, 4.30)
O (8.16, -5.64, 2.23)
H (8.79, -5.11, 1.72)
H (8.20, -6.51, 1.82)

## Properties
- max |F| (Eh/bohr) = 0.0385
- net charge = 0
- Kohn-Sham gap (eV) = 7.98
- DFT total energy (a.u.) = -3508.8536


Entry from the Open Molecules 2025 dataset: a molecular structure, C8H10O5PPr in a non-equilibrium geometry (ωB97M-V with the def2-TZVPD basis set).

Atoms and positions in Å:
O (-1.26, 0.41, -3.58)
C (-0.95, 0.34, -2.48)
Pr (-0.01, 0.40, 0.53)
O (-0.13, -3.39, -0.73)
C (-0.08, -2.30, -0.37)
C (-0.26, 2.67, -0.14)
O (0.27, 2.64, 0.99)
C (-2.68, 0.22, 0.86)
O (-3.79, 0.21, 1.12)
C (2.27, 0.43, -0.96)
O (3.25, 0.57, -1.54)
H (-0.52, 3.57, -0.73)
C (0.70, -1.54, 4.60)
P (0.99, -0.84, 2.96)
C (1.82, 0.76, 3.37)
C (2.43, -1.83, 2.38)
H (-0.08, -0.96, 5.10)
H (1.64, -1.51, 5.18)
H (0.37, -2.58, 4.49)
H (2.48, 0.57, 4.22)
H (2.41, 1.15, 2.53)
H (1.06, 1.51, 3.67)
H (3.11, -1.97, 3.23)
H (2.07, -2.81, 2.03)
H (2.96, -1.32, 1.56)

## Properties
- max |F| (Eh/bohr) = 0.0988
- net charge = +2
- Kohn-Sham gap (spin up / spin down) (eV) = 7.42 / 7.48
- 2S+1 = 3
- DFT total energy (a.u.) = -1544.7638


Entry from the Open Molecules 2025 dataset: a molecular structure, C5H10O2 (ωB97M-V with the def2-TZVPD basis set).

Atoms and positions in Å:
O (-1.87, 1.36, -0.34)
C (-0.61, 1.89, 0.06)
C (0.23, 0.82, 0.74)
C (0.40, -0.35, -0.21)
C (1.46, -1.44, 0.00)
O (0.50, -2.48, -0.26)
C (-0.58, -1.53, -0.16)
H (-1.82, 1.15, -1.28)
H (-0.80, 2.74, 0.72)
H (-0.06, 2.27, -0.82)
H (-0.26, 0.51, 1.68)
H (1.21, 1.25, 1.02)
H (0.47, 0.03, -1.23)
H (1.86, -1.51, 1.02)
H (2.29, -1.45, -0.72)
H (-1.30, -1.62, -0.99)
H (-1.12, -1.63, 0.79)

## Properties
- max |F| (Eh/bohr) = 0.0073
- net charge = 0
- Kohn-Sham gap (eV) = 10.45
- DFT total energy (a.u.) = -346.9364


Entry from the Open Molecules 2025 dataset: a molecular structure, C8H17N in a non-equilibrium geometry (ωB97M-V with the def2-TZVPD basis set).

Atoms and positions in Å:
C (-0.29, -1.44, 0.41)
C (-0.89, 0.31, 0.90)
C (-0.89, -2.33, 1.49)
C (-0.88, -1.70, -0.97)
C (-0.83, 1.72, -1.20)
C (2.04, 2.25, -0.66)
C (-0.17, 1.22, 0.06)
N (1.10, -1.42, 0.37)
C (1.20, 1.36, 0.22)
H (1.44, -0.38, 0.06)
H (1.48, -1.49, 1.31)
H (-0.57, 0.31, 1.94)
H (-1.97, 0.30, 0.78)
H (1.58, 1.25, 1.23)
H (-0.65, -3.37, 1.27)
H (-0.48, -2.08, 2.47)
H (-1.97, -2.22, 1.52)
H (-0.65, -2.72, -1.27)
H (-1.96, -1.57, -0.97)
H (-0.44, -1.03, -1.70)
H (-1.86, 1.37, -1.27)
H (-0.30, 1.39, -2.10)
H (-0.83, 2.81, -1.21)
H (1.93, 1.99, -1.72)
H (3.09, 2.18, -0.39)
H (1.75, 3.30, -0.56)

## Properties
- max |F| (Eh/bohr) = 0.0519
- net charge = 0
- Kohn-Sham gap (eV) = 9.12
- DFT total energy (a.u.) = -369.7125